Molecular formula: CH5INP
Method: DFT, ωB97M-V with the def2-TZVPD basis set

Bonds (Å) are listed after each position.
Positions of all 9 atoms, in Å:
1 H -1.8511 1.6745 0.5271  N2 0.970
2 N -1.2634 1.0629 0.0576  H1 0.970, P3 1.541
3 P -1.4190 -0.4700 0.0503  N2 1.541, C4 1.861
4 C 0.2004 -1.0093 -0.6914  P3 1.861, H5 1.131, H6 1.147, H7 1.041
5 H 0.4719 -1.9342 -0.0990  C4 1.131
6 H 0.9026 -0.1020 -0.6962  C4 1.147
7 H 0.0775 -1.1780 -1.7113  C4 1.041
8 I 1.5185 2.7416 -0.5011  H9 1.607
9 H 0.1613 1.8824 -0.5222  I8 1.607

Output
Kohn-Sham gap, eV: 8.605
Structure (SMILES): [H]/N=P/C.I
Energy relative to the best compared isomer or geometry (same formula, charge and spin), kJ/mol: 196.2
Molar mass, g/mol: 188.9